Here is C15H19F3NO6S2 as an isolated structure at a distorted geometry from the Open Molecules 2025 dataset. Energies are from ωB97M-V/def2-TZVPD.

Its HOMO-LUMO gap is 6.0 eV. For the energy above the lowest of the compared OMol25 structures with the same formula, charge and spin, the calculation gives 232.6 kJ/mol. The max |F| is 6.2 eV Å⁻¹. Its total energy is -59458.77662 eV. Its total charge is -1.

Each line ends with the Löwdin charge.
Cartesian coordinates (Å):
C (1.171, 2.221, 1.172)  -0.22
N (2.106, 1.417, 1.859)  -0.48
S (1.585, -0.337, 1.843)  1.07
C (2.511, -0.597, 0.324)  -0.79
F (2.602, 0.467, -0.508)  0.10
F (3.773, -0.989, 0.646)  0.05
F (1.914, -1.618, -0.350)  0.06
S (2.943, 1.936, 3.242)  0.63
C (1.915, 1.196, 4.492)  -0.30
C (0.998, 2.022, 5.131)  -0.06
C (0.092, 1.455, 6.023)  -0.08
C (0.102, 0.078, 6.271)  -0.10
C (1.060, -0.732, 5.655)  -0.08
C (2.004, -0.168, 4.797)  -0.12
O (4.231, 1.298, 3.248)  -0.30
O (2.817, 3.368, 3.289)  -0.30
H (0.277, 1.381, 0.870)  0.00
H (0.767, 3.026, 1.800)  0.08
H (1.594, 2.614, 0.233)  0.08
H (0.998, 3.089, 4.909)  0.11
H (-0.617, 2.104, 6.536)  0.10
H (-0.614, -0.361, 6.969)  0.10
H (1.084, -1.809, 5.840)  0.11
H (2.800, -0.782, 4.380)  0.10
H (-0.234, -0.700, 1.030)  0.03
C (-0.527, 0.355, 0.826)  -0.20
C (-1.057, 0.322, -0.574)  -0.47
O (-1.910, 1.042, -1.056)  0.08
O (-0.465, -0.678, -1.282)  -0.05
C (-1.022, -0.902, -2.591)  -0.24
C (-0.372, -2.139, -3.158)  -0.08
C (-1.663, 0.710, 1.738)  -0.49
O (-2.173, 1.813, 1.813)  0.08
O (-2.046, -0.322, 2.530)  -0.02
C (-3.223, -0.057, 3.342)  -0.23
C (-3.189, -1.015, 4.501)  -0.08
H (-2.109, -1.040, -2.497)  0.12
H (-0.822, -0.030, -3.228)  0.12
H (-0.690, -2.264, -4.199)  0.07
H (0.724, -2.069, -3.131)  0.08
H (-0.688, -3.031, -2.606)  0.08
H (-3.237, 0.985, 3.687)  0.12
H (-4.116, -0.238, 2.725)  0.12
H (-4.118, -0.948, 5.072)  0.07
H (-3.079, -2.043, 4.150)  0.08
H (-2.355, -0.790, 5.173)  0.05


Here is one molecule with the formula C2H3F2N at a distorted geometry from the Open Molecules 2025 dataset. Energies are from ωB97M-V/def2-TZVPD.

Its HOMO-LUMO gap is 11.4 eV. For the energy above the lowest of the compared OMol25 structures with the same formula, charge and spin, the calculation gives 0.8 kJ/mol. The max |F| is 4.0 eV Å⁻¹. Its total energy is -9046.62977 eV.

Each line ends with the Löwdin charge.
Cartesian coordinates (Å):
H (0.279, -1.884, 0.016)  0.06
N (0.562, -0.922, 0.082)  0.11
C (-0.272, -0.019, 0.180)  -0.18
C (0.025, 1.456, 0.522)  -0.35
F (-0.633, 1.590, 1.732)  0.03
F (-0.596, 2.310, -0.308)  0.07
H (-1.407, -0.283, 0.236)  0.15
H (1.042, 1.603, 0.488)  0.12


Here is a 2-piece molecular cluster, C7H7ClN4O2S overall at a distorted geometry from the Open Molecules 2025 dataset. Energies are from ωB97M-V/def2-TZVPD.

Its HOMO-LUMO gap is 9.2 eV. For the energy above the lowest of the compared OMol25 structures with the same formula, charge and spin, the calculation gives 91.1 kJ/mol. The max |F| is 4.6 eV Å⁻¹. Its total energy is -40782.00948 eV.

Each line ends with the Löwdin charge.
Cartesian coordinates (Å):
C (-1.354, -2.285, 1.095)  -0.11
C (2.563, 0.725, -0.209)  -0.11
C (2.098, 0.517, 1.076)  -0.04
C (1.916, 0.416, -1.389)  -0.03
C (0.871, -0.210, 1.192)  0.00
C (0.679, -0.326, -1.263)  -0.05
C (0.236, -0.635, -0.008)  -0.35
N (-2.569, -2.597, 0.792)  0.04
N (-2.918, -1.906, -0.265)  -0.02
N (-1.973, -1.137, -0.738)  0.00
N (-0.926, -1.415, 0.159)  -0.08
O (-0.560, 2.607, -0.081)  -0.27
O (-1.991, 0.981, 0.962)  -0.44
S (-1.410, 1.229, -0.356)  0.51
Cl (-2.986, 1.983, -1.369)  0.30
H (-0.637, -2.654, 1.704)  0.10
H (3.360, 1.414, -0.253)  0.09
H (2.617, 0.983, 1.902)  0.11
H (2.397, 0.584, -2.281)  0.08
H (0.424, -0.268, 2.207)  0.13
H (0.017, 2.757, -0.789)  0.02
H (0.146, -0.764, -2.086)  0.12


Asked for LUMO energy across the records above, the calculation gives 2.82 1.09 -0.16 eV in order.